73
Properties=species:S:1:pos:R:3 method="wB97M-V/def2-TZVPD" multiplicity=1 charge=-1 orbital_gap_ev=5.6808 lumo_energy_ev=1.50 mol_weight_g_mol=670.73
C 4.70419 0.65867 3.23367
C 3.50798 0.92915 4.18617
Nb 1.70457 1.94816 3.23742
S -0.06860 3.19283 2.01482
C 0.55890 0.02642 3.69123
C -0.87968 -0.11067 3.22945
C -1.34257 -1.59296 3.32808
Br -2.07065 0.94176 4.39933
H 4.42768 0.74488 2.19328
H 5.12643 -0.33239 3.40212
H 5.49648 1.37071 3.45488
H 3.18718 -0.03452 4.58270
H 3.85871 1.49706 5.04107
H 2.35413 1.38200 1.60495
H 2.82625 3.39771 3.15244
H 1.22872 2.57781 4.90348
H -0.41656 2.50405 0.92383
H 1.10857 -0.75109 3.15305
H 0.58837 -0.27957 4.73478
H -1.02433 0.19614 2.20294
H -1.70265 -1.96357 2.37500
H -0.52181 -2.19249 3.69629
H -2.14165 -1.71221 4.04967
C -1.32049 1.77891 -3.68168
S -0.08623 2.64001 -2.70700
O -0.38368 2.36491 -1.28042
C -0.70266 4.29241 -3.05703
H -1.15432 0.70889 -3.57436
H -2.31656 2.03872 -3.32005
H -1.21015 2.06033 -4.72841
H -1.73970 4.36872 -2.73141
H -0.62609 4.48684 -4.12764
H -0.08905 4.99895 -2.50161
C 0.76200 -3.03504 8.90443
S 0.05077 -2.96030 7.25090
O 1.10674 -2.42599 6.35805
C -1.09704 -1.62393 7.61715
H 1.54284 -3.79259 8.89740
H 1.19079 -2.06589 9.15941
H -0.01274 -3.31252 9.61986
H -0.55225 -0.75048 7.97527
H -1.80791 -1.96863 8.36965
H -1.63136 -1.36627 6.70529
C 2.57301 -3.18828 2.42482
S 1.18578 -3.17274 1.28448
O 0.17746 -4.13182 1.81232
C 2.03013 -4.02853 -0.05607
H 2.24025 -2.73565 3.35815
H 2.88543 -4.21820 2.60109
H 3.39010 -2.60004 2.00638
H 2.37708 -5.00135 0.29351
H 2.86849 -3.42199 -0.39897
H 1.31785 -4.15975 -0.86786
C -3.79491 -1.04116 -4.49094
S -2.46480 -2.13212 -5.01215
O -1.25074 -1.29118 -5.16965
C -3.10656 -2.43357 -6.66599
H -3.56552 -0.69514 -3.48530
H -3.85563 -0.18948 -5.16912
H -4.73370 -1.59502 -4.48245
H -3.21673 -1.48525 -7.19241
H -4.06606 -2.94580 -6.59363
H -2.39278 -3.06568 -7.18951
C -1.93307 3.09270 -9.08597
S -1.12300 2.82479 -7.50262
O -1.90285 3.58494 -6.49029
C 0.33823 3.80311 -7.87343
H -2.90034 2.59636 -9.05273
H -2.07192 4.16137 -9.24871
H -1.32528 2.65905 -9.88008
H 0.04161 4.82285 -8.11867
H 0.87608 3.34811 -8.70505
H 0.96980 3.80451 -6.98759